[1]
{"formula": "C24H36Cl2N5O3PtSe2", "method": "ωB97M-V/def2-TZVPD", "gap_ev": [6.6, 6.7], "spin_multiplicity": 1, "charge": 1, "energy_ha": -7277.97504, "elements": ["Pt", "C", "Se", "C", "C", "Se", "C", "H", "H", "H", "H", "H", "H", "H", "H", "H", "H", "Cl", "C", "Cl", "C", "O", "O", "H", "C", "C", "N", "C", "N", "C", "C", "C", "N", "C", "H", "H", "H", "H", "H", "H", "H", "H", "H", "H", "H", "H", "H", "C", "N", "N", "C", "O", "C", "C", "C", "C", "C", "C", "C", "C", "C", "H", "H", "H", "H", "H", "H", "H", "H", "H", "H", "H", "H"], "positions_angstrom": [[-0.1839, -0.1011, 0.1787], [-1.1288, -3.0347, -0.5863], [0.6849, -2.3625, -0.4444], [1.1261, -3.0582, 1.3610], [0.0721, -2.8517, 2.4332], [-0.9279, -1.1077, 2.4414], [0.0926, -0.2211, 3.8321], [-1.8030, -2.4445, 0.0367], [-1.1524, -4.0846, -0.3033], [-1.4255, -2.9138, -1.6242], [2.0586, -2.5592, 1.6279], [1.3245, -4.1252, 1.2335], [0.5221, -2.9517, 3.4215], [-0.7071, -3.6116, 2.3510], [-0.1964, -0.6359, 4.7951], [-0.1839, 0.8268, 3.7877], [1.1582, -0.3642, 3.6782], [-3.5480, 3.8671, 1.8755], [-3.9256, 2.3350, 1.0649], [-4.3442, 2.6225, -0.6170], [-2.6561, 1.4329, 1.1870], [-2.4392, 0.9475, 2.2957], [-1.9864, 1.3355, 0.1467], [-4.7849, 1.8897, 1.5698], [-1.0433, 4.9552, -0.9473], [-1.0471, 3.7344, -1.8542], [-0.1161, 2.7301, -1.3690], [0.5842, 2.8312, -0.2201], [1.0661, 1.7210, 0.3058], [1.9467, 1.8517, 1.4485], [1.5000, 3.0139, 2.3289], [1.5808, 4.2746, 1.4836], [0.8681, 4.0649, 0.2416], [0.3959, 5.2079, -0.5115], [-1.6640, 4.7753, -0.0686], [-1.4424, 5.8151, -1.4818], [-0.7502, 4.0134, -2.8727], [-2.0543, 3.3159, -1.8924], [-0.3546, 1.7676, -1.5842], [2.9711, 2.0226, 1.0912], [1.9440, 0.9065, 1.9930], [2.1256, 3.1099, 3.2125], [0.4661, 2.8529, 2.6400], [2.6286, 4.5301, 1.2757], [1.1292, 5.1164, 2.0163], [1.0226, 5.3584, -1.3997], [0.4653, 6.0928, 0.1213], [1.2319, 1.2130, -6.3474], [1.1590, 0.4459, -5.1356], [0.0139, 0.3098, -4.3822], [0.3439, -0.2473, -3.1636], [-0.4945, -0.4897, -2.2699], [1.7417, -0.4658, -3.2018], [2.2025, -0.0111, -4.4077], [3.6007, 0.0239, -4.8966], [-1.2872, 0.6153, -4.8325], [-1.7049, 0.3335, -6.1310], [-2.9799, 0.6958, -6.5322], [-3.8434, 1.3273, -5.6525], [-3.4413, 1.5630, -4.3486], [-2.1757, 1.1957, -3.9330], [0.3711, 1.8735, -6.4189], [1.2547, 0.5702, -7.2300], [2.1369, 1.8185, -6.3318], [2.3089, -0.9076, -2.4071], [4.2468, -0.4623, -4.1701], [3.9377, 1.0529, -5.0229], [3.6975, -0.4833, -5.8549], [-1.0530, -0.1755, -6.8250], [-3.3003, 0.4827, -7.5409], [-4.8316, 1.6128, -5.9773], [-4.1071, 2.0389, -3.6457], [-1.8872, 1.3301, -2.9067]]}

---

[2]
{"formula": "C13H24N2O3Si", "method": "ωB97M-V/def2-TZVPD", "gap_ev": 9.5, "spin_multiplicity": 1, "energy_ha": -1134.48275, "elements": ["C", "C", "C", "C", "Si", "C", "C", "O", "C", "C", "C", "N", "C", "C", "C", "O", "N", "C", "O", "H", "H", "H", "H", "H", "H", "H", "H", "H", "H", "H", "H", "H", "H", "H", "H", "H", "H", "H", "H", "H", "H", "H", "H"], "positions_angstrom": [[-1.9798, -0.5589, 3.1471], [-1.5735, -0.7316, 1.6421], [-2.4752, 0.2212, 0.7376], [-1.5602, -2.1653, 1.3498], [0.2387, -0.1163, 1.2059], [1.3585, -0.9905, 2.4719], [0.4927, 1.6617, 1.2021], [0.6013, -0.7956, -0.3014], [1.9802, -1.1392, -0.4487], [2.4444, -1.2293, -1.8642], [2.2260, -0.0063, -2.6613], [0.9814, 0.7710, -2.5643], [-0.2389, 0.3232, -3.0400], [-1.3911, 0.8911, -2.7203], [-1.5233, 1.9875, -1.8186], [-2.6113, 2.2169, -1.4404], [-0.2530, 2.5345, -1.4749], [0.9678, 1.8240, -1.6883], [1.9535, 2.2273, -1.1661], [-2.3113, 0.4061, 3.3632], [-1.1647, -0.6053, 3.7491], [-2.6354, -1.3596, 3.4930], [-2.5918, 0.0219, -0.3286], [-3.4628, 0.4343, 1.1505], [-2.0221, 1.1476, 0.7434], [-2.5833, -2.4867, 1.3325], [-0.8341, -2.7325, 2.0726], [-1.1466, -2.2631, 0.3365], [0.8799, -0.9893, 3.4586], [2.3332, -0.4644, 2.4026], [1.3449, -1.9906, 2.1145], [1.4466, 1.9471, 1.6858], [-0.3327, 2.2608, 1.6119], [0.6844, 2.0219, 0.1563], [2.5378, -0.4337, 0.1341], [2.0359, -2.1367, 0.0956], [3.5272, -1.5087, -1.9393], [2.0005, -2.1109, -2.4271], [2.9804, 0.7079, -2.3173], [2.4280, -0.2246, -3.7196], [-0.2172, -0.5058, -3.7024], [-2.3252, 0.5896, -3.1439], [-0.2098, 3.3493, -0.8899]]}

---

[3]
{"formula": "Cl5NP2", "method": "ωB97M-V/def2-TZVPD", "gap_ev": 9.1, "spin_multiplicity": 1, "energy_ha": -3038.45935, "elements": ["N", "P", "P", "Cl", "Cl", "Cl", "Cl", "Cl"], "positions_angstrom": [[-1.2891, -1.3299, 1.1777], [-1.6854, -0.1815, 0.3432], [1.6833, 0.1805, 0.3881], [-1.7615, 1.7671, 0.8654], [-2.8269, -0.2060, -1.3169], [2.1456, -1.7428, 0.1530], [0.4339, 0.4280, -1.2370], [3.3000, 1.0846, -0.3736]]}

---

[4]
{"formula": "C23H42N6O2", "method": "ωB97M-V/def2-TZVPD", "gap_ev": 10.5, "spin_multiplicity": 1, "energy_ha": -1380.52025, "elements": ["C", "N", "C", "O", "O", "C", "H", "H", "H", "H", "H", "H", "H", "C", "C", "C", "C", "N", "H", "H", "H", "H", "H", "H", "H", "C", "C", "C", "C", "N", "H", "H", "H", "H", "H", "H", "H", "C", "C", "C", "C", "N", "H", "H", "H", "H", "H", "H", "H", "C", "C", "C", "C", "N", "H", "H", "H", "H", "H", "H", "H", "C", "C", "C", "C", "N", "H", "H", "H", "H", "H", "H", "H"], "positions_angstrom": [[4.4848, 1.7334, 0.2864], [3.7269, 0.6615, -0.4377], [2.3558, 0.5343, 0.0039], [1.7745, -0.5607, -0.2169], [1.6095, 1.5544, 0.6154], [0.2316, 1.5486, 0.1129], [4.5714, 2.6273, -0.4139], [4.0728, 1.9936, 1.3086], [5.5563, 1.3381, 0.4076], [4.1407, -0.2691, -0.2702], [-0.3183, 2.5070, 0.4043], [-0.3547, 0.6441, 0.4969], [0.2777, 1.4166, -1.0215], [-2.3607, 0.3731, -4.1671], [-2.5753, 1.8685, -4.3745], [-2.0613, 2.7114, -3.2050], [-2.7844, 2.3358, -1.9471], [-3.3504, 2.0419, -0.9645], [-2.9111, 0.0037, -3.2981], [-2.7153, -0.1852, -5.0369], [-1.3001, 0.1452, -4.0255], [-3.6427, 2.0562, -4.5253], [-2.0623, 2.1780, -5.2893], [-2.2247, 3.7729, -3.4055], [-0.9890, 2.5549, -3.0609], [2.6821, 3.1940, 4.4009], [3.8502, 3.7033, 5.2392], [4.5349, 4.9270, 4.6256], [5.0832, 4.5792, 3.2752], [5.5109, 4.3072, 2.2193], [3.0098, 2.8599, 3.4133], [2.2071, 2.3408, 4.8902], [1.9264, 3.9733, 4.2671], [4.5778, 2.8946, 5.3623], [3.4856, 3.9625, 6.2372], [5.3530, 5.2607, 5.2681], [3.8259, 5.7524, 4.5234], [-2.9042, -3.7638, -4.6088], [-4.4001, -3.5764, -4.3776], [-5.2302, -3.7929, -5.6438], [-4.8231, -2.8068, -6.6966], [-4.5048, -2.0342, -7.5179], [-2.5123, -3.0351, -5.3232], [-2.3561, -3.6281, -3.6737], [-2.6882, -4.7674, -4.9873], [-4.5751, -2.5688, -3.9880], [-4.7320, -4.2789, -3.6103], [-6.2923, -3.6608, -5.4239], [-5.0872, -4.8061, -6.0287], [-6.8035, -8.0504, -4.4372], [-7.8290, -8.1133, -3.3101], [-8.5848, -6.7962, -3.1184], [-7.6226, -5.7005, -2.7739], [-6.8684, -4.8456, -2.5046], [-6.0239, -7.3125, -4.2314], [-6.3106, -9.0177, -4.5565], [-7.2802, -7.7920, -5.3873], [-7.3191, -8.3861, -2.3813], [-8.5481, -8.9080, -3.5274], [-9.3148, -6.8950, -2.3117], [-9.1226, -6.5254, -4.0307], [7.9928, 4.7993, 6.6285], [8.5107, 3.8142, 7.6704], [7.3891, 3.0324, 8.3585], [6.4678, 3.9778, 9.0681], [5.7491, 4.7178, 9.6226], [7.3582, 5.5666, 7.0795], [8.8261, 5.3123, 6.1435], [7.4144, 4.2835, 5.8559], [9.0933, 4.3617, 8.4174], [9.1915, 3.1086, 7.1862], [7.8088, 2.3325, 9.0846], [6.8160, 2.4579, 7.6262]]}

---

[5]
{"formula": "C4H11N2O", "method": "ωB97M-V/def2-TZVPD", "gap_ev": [10.4, 7.6], "spin_multiplicity": 2, "energy_ha": -343.66063, "s_squared": 0.75, "elements": ["C", "C", "C", "N", "N", "C", "O", "H", "H", "H", "H", "H", "H", "H", "H", "H", "H", "H"], "positions_angstrom": [[-0.1859, 0.1156, 1.1422], [-1.3224, 0.6882, 0.2570], [-0.9860, 0.7688, -1.2426], [0.3787, 1.1951, -1.5738], [0.0931, -1.2790, 0.7576], [1.4934, -1.6147, 0.5856], [2.3410, -0.7031, 0.0844], [0.7164, 0.6878, 1.0389], [-0.5749, 0.2034, 2.1493], [-1.5534, 1.6958, 0.6167], [-2.1317, -0.0051, 0.4253], [-1.1292, -0.2003, -1.7271], [-1.6831, 1.4587, -1.7202], [0.5118, 2.1409, -1.2263], [1.0182, 0.6626, -0.9956], [-0.4170, -1.4345, -0.0821], [1.9083, -1.8870, 1.5365], [1.5226, -2.4932, -0.0259]]}